Entry 1:
The following is a DFT calculation (ωB97M-V with the def2-TZVPD basis set) of C11H30AsF6N4O4Rb as an isolated structure.

```
! wB97M-V def2-TZVPD RIJCOSX def2/J DEFGRID3
* xyz 0 1
Rb -1.438 -2.303 -1.367
As -1.323 -5.338 -6.200
F -2.552 -3.960 -6.207
F -0.115 -4.233 -5.497
F -0.293 -6.831 -6.098
F -2.684 -6.385 -6.872
F -0.697 -4.989 -7.863
F -1.872 -5.704 -4.518
C 1.450 -3.785 5.210
C 0.735 -2.610 4.556
C 1.634 -1.431 4.218
O 2.136 -0.714 5.381
C 3.263 0.091 5.049
N 0.038 -3.168 3.397
H 1.777 -3.464 6.199
H 2.297 -4.167 4.640
H 0.782 -4.607 5.468
H -0.082 -2.232 5.171
H 1.082 -0.726 3.597
H 2.466 -1.817 3.629
H 4.085 -0.622 5.101
H 3.568 0.911 5.699
H 3.030 0.447 4.045
H -0.624 -3.782 3.851
H 0.666 -3.731 2.841
C 1.011 4.971 0.824
O 0.344 3.922 0.289
C -0.599 4.384 -0.723
C -1.425 3.129 -1.247
N -2.048 2.302 -0.217
C -3.428 2.760 0.006
C -4.436 2.482 -1.082
O -4.275 1.172 -1.554
C -5.170 0.953 -2.556
H 0.327 5.633 1.356
H 1.576 5.533 0.081
H 1.753 4.589 1.524
H -0.090 4.950 -1.504
H -1.319 5.060 -0.261
H -0.715 2.433 -1.694
H -2.134 3.384 -2.035
H -1.413 2.354 0.566
H -3.423 3.810 0.298
H -3.764 2.266 0.917
H -4.253 3.131 -1.939
H -5.453 2.630 -0.718
H -6.183 1.269 -2.306
H -5.161 -0.082 -2.899
H -4.970 1.669 -3.353
C 4.324 -0.191 -1.743
O 3.277 -0.658 -1.453
N 5.320 -0.771 -2.269
N 4.523 1.067 -1.591
H 6.137 -0.282 -2.605
H 5.048 -1.722 -2.475
H 3.873 1.662 -1.097
H 5.417 1.344 -1.971
*
```

Lowest unoccupied orbital energy: -1.16 eV
Energy above the lowest of the compared OMol25 structures with the same formula, charge and spin: 108.67 kcal per mole
HOMO level: -9.60 eV

Entry 2:
The following is a DFT calculation (ωB97M-V with the def2-TZVPD basis set) of a 2-piece molecular cluster, C11H30BN6O7P2 overall.

```
! wB97M-V def2-TZVPD RIJCOSX def2/J DEFGRID3
* xyz -1 1
C -0.544 -0.874 -1.708
C -1.776 -1.773 -1.183
N -1.995 -1.734 0.130
C -2.743 -2.641 -2.123
C -2.392 -4.209 -2.203
N -1.731 -4.644 -3.469
B -0.533 -3.825 -3.828
N 0.890 -4.111 -3.455
O -0.793 -2.655 -4.672
C -3.839 -4.989 -2.166
O -4.640 -4.934 -1.183
O -4.172 -5.788 -3.263
P -1.444 -4.872 -0.679
O -2.251 -4.755 0.629
O 0.125 -4.228 -0.515
O -1.251 -6.566 -0.952
H -0.785 0.204 -1.359
H 0.453 -1.134 -1.194
H -0.460 -0.819 -2.845
H -1.270 -1.124 0.566
H -2.846 -2.126 -3.139
H -3.791 -2.576 -1.636
H -1.501 -5.658 -3.405
H 0.904 -5.019 -2.956
H 1.180 -3.370 -2.785
H -0.060 -2.009 -4.590
H 0.305 -4.090 0.443
H -1.763 -7.043 -0.257
O 0.763 1.447 0.581
P 1.103 2.412 1.728
N -0.067 3.598 1.222
C 0.035 5.041 1.388
C -1.458 3.195 1.450
N 2.638 2.811 1.005
C 3.049 4.152 0.610
C 3.147 1.891 -0.029
N 1.506 3.451 3.114
C 2.833 3.145 3.721
C 0.571 3.260 4.250
H -0.048 5.368 2.432
H -0.761 5.553 0.836
H 0.954 5.452 0.979
H -1.742 3.236 2.508
H -1.633 2.172 1.104
H -2.158 3.835 0.902
H 2.499 4.500 -0.272
H 4.117 4.173 0.369
H 2.939 4.869 1.425
H 2.626 2.027 -0.983
H 3.048 0.851 0.288
H 4.220 2.043 -0.203
H 2.899 2.094 4.020
H 3.008 3.772 4.601
H 3.673 3.357 3.062
H 0.502 2.206 4.536
H -0.431 3.621 4.028
H 0.893 3.833 5.124
*
```

Lowest unoccupied orbital energy: 0.37 eV
HOMO level: -3.89 eV

Entry 3:
The following is a DFT calculation (ωB97M-V with the def2-TZVPD basis set) of a 6-piece molecular cluster, C11H30Cl4O5S5 overall.

```
! wB97M-V def2-TZVPD RIJCOSX def2/J DEFGRID3
* xyz 0 1
C 2.160 -3.822 -0.177
S 0.742 -4.806 -0.609
O -0.267 -4.585 0.464
C 0.235 -3.801 -2.003
H 2.924 -3.903 -0.951
H 2.587 -4.194 0.754
H 1.869 -2.781 -0.022
H 0.963 -3.918 -2.806
H 0.179 -2.756 -1.701
H -0.739 -4.172 -2.314
C 2.763 3.909 0.075
S 2.550 5.600 -0.438
O 2.610 6.444 0.770
C 4.133 5.748 -1.272
H 3.619 3.777 0.738
H 2.893 3.263 -0.796
H 1.851 3.595 0.587
H 4.912 5.257 -0.691
H 4.365 6.804 -1.391
H 4.065 5.272 -2.252
C 1.613 0.405 1.064
S -0.145 0.612 1.437
O -0.434 1.947 0.868
C -0.742 -0.620 0.275
H 1.687 0.378 -0.025
H 2.065 -0.492 1.481
H 2.064 1.318 1.442
H -0.368 -0.394 -0.724
H -1.829 -0.567 0.256
H -0.454 -1.608 0.639
C -3.397 -5.734 0.199
S -4.474 -4.310 0.056
O -5.561 -4.476 1.050
C -3.293 -3.133 0.695
H -2.839 -5.717 1.133
H -2.660 -5.718 -0.606
H -4.017 -6.623 0.109
H -2.577 -2.934 -0.105
H -2.741 -3.475 1.571
H -3.827 -2.223 0.966
C -1.196 5.590 -3.013
S -2.632 4.608 -2.577
O -2.711 3.505 -3.553
C -1.951 3.913 -1.084
H -0.313 4.954 -3.087
H -1.050 6.366 -2.263
H -1.387 6.035 -3.988
H -1.077 3.302 -1.308
H -2.703 3.301 -0.592
H -1.642 4.689 -0.380
C 0.839 -2.765 4.821
Cl 0.805 -1.161 5.557
Cl 2.303 -3.609 5.308
Cl -0.571 -3.681 5.352
Cl 0.802 -2.612 3.063
*
```

Lowest unoccupied orbital energy: 0.03 eV
Energy above the lowest of the compared OMol25 structures with the same formula, charge and spin: 0.00 kcal per mole
HOMO level: -8.68 eV

Entry 4:
The following is a DFT calculation (ωB97M-V with the def2-TZVPD basis set) of C11H30ClI2N2OP2Rh as an isolated structure.

```
! wB97M-V def2-TZVPD RIJCOSX def2/J DEFGRID3
* xyz 2 5
I 0.050 1.509 0.993
I 0.146 -1.460 1.062
Rh 0.034 -0.007 -1.900
P -2.092 -0.044 -1.155
C -2.906 -0.031 0.490
C -2.852 1.385 -1.983
H -3.880 1.102 -2.255
H -3.833 -1.309 -2.188
H -2.265 1.624 -2.877
H -2.204 -1.791 -2.798
H -2.669 0.891 1.032
H -2.841 2.237 -1.288
C -2.793 -1.534 -1.912
H -3.995 -0.105 0.352
H -2.740 -2.351 -1.179
H -2.558 -0.872 1.099
P 2.178 0.043 -1.153
C 3.068 0.135 0.451
C 2.886 -1.467 -1.880
H 2.251 1.614 -2.956
H 3.896 1.208 -2.325
H 2.809 2.341 -1.408
C 2.858 1.457 -2.059
H 2.272 -1.753 -2.743
H 3.914 -1.231 -2.191
H 4.146 0.233 0.256
H 2.898 -0.762 1.055
H 2.869 -2.263 -1.123
H 2.743 1.001 1.040
Cl 0.031 -0.076 -4.114
C -2.386 0.567 4.907
N -1.291 0.301 5.822
C -1.622 0.012 7.203
C -0.130 0.002 5.133
O -0.210 0.025 3.898
N 1.082 -0.325 5.688
C 1.545 0.032 7.016
C 2.097 -0.563 4.703
H -3.277 0.784 5.495
H -2.578 -0.286 4.237
H -2.115 1.425 4.276
H -1.243 -0.965 7.538
H -1.234 0.785 7.877
H -2.709 -0.002 7.287
H 2.346 -0.677 7.270
H 2.001 1.033 7.039
H 0.745 -0.033 7.746
H 1.758 -1.322 4.000
H 2.302 0.324 4.093
H 3.004 -0.885 5.211
*
```

Expectation value of S²: 6.02
Lowest unoccupied orbital energy (spin up / spin down): -9.79 / -10.05 eV
HOMO level (spin up / spin down): -13.39 / -13.37 eV

Entry 5:
The following is a DFT calculation (ωB97M-V with the def2-TZVPD basis set) of C11H30ClIOP3Y as an isolated structure.

```
! wB97M-V def2-TZVPD RIJCOSX def2/J DEFGRID3
* xyz 2 1
C 5.572 -2.066 -3.234
C 5.122 -2.868 -2.116
H 6.502 -2.491 -3.685
H 5.700 -1.037 -2.838
H 4.719 -2.028 -3.943
O 4.732 -3.474 -1.204
I 2.286 1.107 -2.775
Y 0.932 -0.138 -0.664
P -1.323 -1.526 -1.860
C -2.424 -2.795 -1.136
C -2.486 -0.565 -2.920
H -2.867 -1.192 -3.740
H -1.238 -2.795 -3.940
H -1.936 0.283 -3.348
H 0.269 -1.875 -3.643
H -3.046 -2.368 -0.338
H -3.328 -0.176 -2.333
C -0.503 -2.502 -3.178
H -3.076 -3.257 -1.894
H -0.047 -3.398 -2.737
H -1.795 -3.584 -0.702
P 1.801 1.617 1.616
C 1.857 1.373 3.441
C 3.603 1.752 1.296
H 1.174 3.647 0.461
H 2.153 4.050 1.911
H 0.416 3.616 2.063
C 1.347 3.410 1.517
H 3.759 1.841 0.214
H 4.030 2.621 1.814
H 2.565 2.049 3.950
H 2.186 0.344 3.642
H 4.109 0.849 1.656
H 0.868 1.487 3.904
Cl -0.477 1.887 -1.187
C -1.869 1.700 2.637
P -1.693 0.378 1.355
C -1.980 -1.130 2.359
C -3.372 0.564 0.597
H -1.163 1.555 3.465
H -2.886 1.716 3.061
H -1.681 2.689 2.192
H -2.906 -1.084 2.948
H -1.999 -2.006 1.700
H -1.121 -1.250 3.027
H -4.120 0.872 1.343
H -3.303 1.343 -0.167
H -3.704 -0.358 0.100
*
```

Lowest unoccupied orbital energy: -8.12 eV
Energy above the lowest of the compared OMol25 structures with the same formula, charge and spin: 39.82 kcal per mole
HOMO level: -13.53 eV

Entry 6:
The following is a DFT calculation (ωB97M-V with the def2-TZVPD basis set) of C11H30Cu2O13 as an isolated structure.

```
! wB97M-V def2-TZVPD RIJCOSX def2/J DEFGRID3
* xyz 0 1
Cu -2.884 -2.208 0.667
Cu 2.433 0.606 -0.043
C -0.425 -0.074 0.279
O -0.375 1.207 0.036
O -1.468 -0.582 0.884
O 0.545 -0.870 -0.114
C 0.651 4.624 1.240
C 1.637 3.711 1.924
O 1.748 2.436 1.320
O -0.709 4.503 1.719
H 0.639 4.469 0.152
H 0.871 5.685 1.378
H 1.490 3.643 3.005
H 2.600 4.241 1.858
H 0.883 2.122 0.953
H -0.958 3.567 1.702
C -1.563 -2.980 -2.279
C -0.199 -2.996 -2.949
O 0.484 -1.767 -2.903
O -1.401 -2.875 -0.845
H -2.030 -3.952 -2.437
H -2.179 -2.164 -2.665
H -0.323 -3.268 -4.001
H 0.393 -3.806 -2.495
H 0.632 -1.468 -1.986
H -0.799 -2.119 -0.686
C -2.017 2.676 -3.098
C -2.801 1.437 -2.770
O -3.099 1.274 -1.375
O -0.617 2.567 -2.841
H -2.411 3.553 -2.566
H -2.123 2.902 -4.165
H -2.282 0.558 -3.181
H -3.771 1.509 -3.270
H -2.259 1.129 -0.912
H -0.504 2.066 -2.017
C -0.347 0.678 3.896
C -0.683 -0.771 4.186
O -0.320 -1.671 3.168
O -1.321 1.290 3.073
H 0.660 0.823 3.473
H -0.315 1.247 4.830
H -1.783 -0.773 4.259
H -0.298 -1.092 5.153
H -0.645 -1.350 2.308
H -1.485 0.705 2.311
C 2.708 -3.674 -0.280
C 3.277 -2.484 -1.006
O 3.501 -1.329 -0.165
O 1.394 -3.460 0.252
H 3.297 -3.982 0.592
H 2.585 -4.492 -0.996
H 2.562 -2.149 -1.760
H 4.204 -2.752 -1.523
H 4.114 -1.582 0.536
H 1.085 -2.538 0.172
*
```

Lowest unoccupied orbital energy: -1.40 eV
Energy above the lowest of the compared OMol25 structures with the same formula, charge and spin: 0.00 kcal per mole
HOMO level: -9.39 eV

Entry 7:
The following is a DFT calculation (ωB97M-V with the def2-TZVPD basis set) of C11H30CuO14P3 as an isolated structure.

```
! wB97M-V def2-TZVPD RIJCOSX def2/J DEFGRID3
* xyz 0 1
Cu -1.310 -0.149 0.175
C -4.972 1.133 1.901
C -3.668 0.624 1.241
O -2.758 0.125 1.979
O -3.584 0.758 0.003
H -5.798 1.359 1.240
H -4.693 2.000 2.508
H -5.244 0.356 2.621
C 3.215 -0.710 -0.035
O 2.860 -1.163 1.304
P 1.661 -2.140 1.474
O 0.365 -1.637 1.059
O 2.061 -3.444 0.759
C 3.288 -4.172 0.913
O 1.826 -2.422 3.026
C 1.184 -3.582 3.678
H 4.282 -0.882 -0.189
H 2.970 0.347 -0.097
H 2.622 -1.233 -0.795
H 4.115 -3.558 1.272
H 3.476 -4.467 -0.120
H 3.149 -5.072 1.508
H 0.184 -3.376 4.067
H 1.868 -3.886 4.475
H 1.146 -4.383 2.945
C -4.051 0.161 -3.194
O -2.683 0.115 -3.714
P -1.734 -1.081 -3.350
O -1.658 -1.436 -1.938
O -2.124 -2.269 -4.255
C -2.615 -2.085 -5.634
O -0.376 -0.560 -3.951
C 0.438 0.267 -3.062
H -4.263 1.194 -2.922
H -4.145 -0.464 -2.311
H -4.722 -0.168 -3.986
H -2.295 -2.989 -6.153
H -2.290 -1.168 -6.118
H -3.698 -2.131 -5.552
H 0.918 -0.288 -2.251
H -0.170 1.069 -2.647
H 1.179 0.695 -3.738
C -0.300 3.258 3.107
O 0.641 3.565 1.986
P 1.213 2.388 1.148
O 0.224 1.610 0.417
O 2.279 3.023 0.237
C 1.966 4.163 -0.683
O 2.066 1.536 2.154
C 3.199 2.051 2.872
H -0.505 2.184 3.150
H -1.220 3.809 2.962
H 0.235 3.579 3.999
H 2.667 3.987 -1.489
H 2.175 5.110 -0.182
H 0.945 4.138 -1.045
H 3.900 2.646 2.288
H 3.675 1.103 3.158
H 2.882 2.559 3.785
*
```

Lowest unoccupied orbital energy: 0.53 eV
HOMO level: -6.81 eV

Entry 8:
The following is a DFT calculation (ωB97M-V with the def2-TZVPD basis set) of C11H30F10HfN2O7PS as an isolated structure.

```
! wB97M-V def2-TZVPD RIJCOSX def2/J DEFGRID3
* xyz 2 2
Hf 0.328 -0.286 -0.244
P -1.040 3.917 -0.916
F 0.575 4.031 -0.873
F -0.937 3.828 -2.501
F -0.938 2.288 -0.951
F -2.678 3.783 -0.992
F -1.002 3.935 0.721
F -1.214 5.553 -0.976
F 2.173 -1.234 -1.169
C -1.532 -3.668 2.602
F -1.786 -4.042 1.379
F -2.509 -2.829 2.998
F -1.424 -4.688 3.417
S 0.095 -2.619 2.647
O 0.058 -1.879 3.875
O 1.203 -3.493 2.397
O -0.039 -1.726 1.441
C 3.119 1.842 -0.639
O 1.698 1.644 -0.774
H 3.612 1.376 -1.492
H 3.383 2.895 -0.544
H 3.518 1.333 0.238
H 1.603 2.258 -1.506
C -3.129 0.459 -0.237
O -2.058 -0.461 -0.217
H -3.547 0.683 -1.219
H -4.034 -0.036 0.115
H -2.964 1.395 0.297
H -2.530 -1.293 -0.301
C 0.063 2.698 3.407
C 0.614 1.857 2.209
C 1.659 0.835 2.691
O 2.005 -0.037 1.566
C 3.185 -0.809 1.975
N -0.467 1.220 1.512
H 0.860 3.194 3.960
H -0.486 2.012 4.052
H -0.600 3.516 3.124
H 1.216 2.551 1.622
H 1.263 0.433 3.623
H 2.473 1.474 3.035
H 3.481 -1.525 1.207
H 2.839 -1.477 2.763
H 4.074 -0.196 2.125
H -1.154 0.895 2.177
H -1.065 2.005 1.295
C -0.876 -0.931 -4.780
C -1.062 -1.130 -3.289
C -0.422 -2.393 -2.728
O -0.175 -2.402 -1.281
C 0.184 -3.714 -0.919
N -0.426 -0.044 -2.553
H -1.220 -1.874 -5.205
H 0.160 -0.823 -5.101
H -1.356 -0.044 -5.193
H -2.124 -0.952 -3.120
H 0.528 -2.607 -3.219
H -1.122 -3.174 -3.025
H 0.408 -3.809 0.144
H 0.952 -4.162 -1.549
H -0.683 -4.372 -0.971
H -1.054 0.646 -2.940
H 0.324 0.175 -3.192
*
```

Expectation value of S²: 0.76
Lowest unoccupied orbital energy (spin up / spin down): -7.12 / -13.68 eV
HOMO level (spin up / spin down): -16.81 / -16.81 eV